Record 1
# C28H56F12O24P4

A 8-piece molecular cluster, C28H56F12O24P4 overall (ωB97M-V/def2-TZVPD, the OMol25 dataset).

Values from the calculation:
Lowest unoccupied orbital energy ... 0.24 eV
HOMO level ... -10.8 eV
Maximum force ... 4.36 eV/Å
Relative energy (zero: lowest compared OMol25 entry of this formula, charge and spin) ... 0.0 kcal per mole
SMILES ... CCOC(=O)C(F)(F)F.CCOC(=O)C(F)(F)F.CCOC(=O)C(F)(F)F.CCOC(=O)C(F)(F)F.COP(=O)(OC)OC.COP(=O)(OC)OC.COP(=O)(OC)OC.COP(=O)(OC)OC
Kohn-Sham gap ... 0.404 Ha

Last columns: bonded neighbours and bond lengths (Å).
Element x y z (Å)
1 C 1.289 -4.193 3.122  C2 1.539, H10 1.083, H11 1.089, H12 1.122
2 C 1.707 -2.871 3.788  C1 1.539, O3 1.476, H13 1.101, H14 1.075
3 O 0.518 -2.181 4.326  C2 1.476, C4 1.395
4 C 0.788 -1.163 5.241  O3 1.395, O5 1.166, C6 1.525
5 O 1.838 -0.915 5.686  C4 1.166
6 C -0.501 -0.500 5.712  C4 1.525, F7 1.290, F8 1.328, F9 1.322
7 F -0.224 0.665 6.192  C6 1.290
8 F -1.307 -0.361 4.665  C6 1.328
9 F -1.189 -1.210 6.591  C6 1.322
10 H 0.948 -4.796 3.954  C1 1.083
11 H 2.143 -4.593 2.577  C1 1.089
12 H 0.375 -4.054 2.485  C1 1.122
13 H 2.125 -2.074 3.154  C2 1.101
14 H 2.388 -3.115 4.583  C2 1.075
15 C -5.968 -0.793 -1.155  C16 1.510, H24 1.122, H25 1.122, H26 1.109
16 C -4.711 -1.623 -1.258  C15 1.510, O17 1.452, H27 1.104, H28 1.061
17 O -5.075 -2.925 -1.787  C16 1.452, C18 1.308
18 C -4.093 -3.497 -2.435  O17 1.308, O19 1.223, C20 1.553
19 O -2.920 -3.187 -2.284  C18 1.223
20 C -4.619 -4.546 -3.451  C18 1.553, F21 1.358, F22 1.341, F23 1.311
21 F -4.754 -5.754 -2.844  C20 1.358
22 F -5.784 -4.332 -4.079  C20 1.341
23 F -3.689 -4.603 -4.373  C20 1.311
24 H -6.482 -0.655 -2.142  C15 1.122
25 H -5.815 0.266 -0.819  C15 1.122
26 H -6.725 -1.247 -0.485  C15 1.109
27 H -4.230 -1.717 -0.269  C16 1.104
28 H -3.913 -1.094 -1.714  C16 1.061
29 C 2.146 5.755 -0.307  C30 1.483, H38 1.079, H39 1.082, H40 1.095
30 C 1.494 4.991 0.784  C29 1.483, O31 1.469, H41 1.061, H42 1.103
31 O 0.657 5.901 1.577  C30 1.469, C32 1.285
32 C -0.306 5.446 2.296  O31 1.285, O33 1.204, C34 1.532
33 O -0.755 4.331 2.368  C32 1.204
34 C -0.825 6.535 3.241  C32 1.532, F35 1.345, F36 1.336, F37 1.348
35 F -1.141 7.676 2.602  C34 1.345
36 F -1.857 6.019 3.913  C34 1.336
37 F 0.110 6.838 4.164  C34 1.348
38 H 2.679 4.995 -0.858  C29 1.079
39 H 2.945 6.430 -0.033  C29 1.082
40 H 1.405 6.397 -0.796  C29 1.095
41 H 2.247 4.638 1.444  C30 1.061
42 H 0.803 4.203 0.439  C30 1.103
43 C 7.295 1.730 -0.325  C44 1.478, H52 1.114, H53 1.076, H54 1.067
44 C 5.878 1.373 -0.107  C43 1.478, O45 1.480, H55 1.080, H56 1.125
45 O 5.585 1.103 1.318  C44 1.480, C46 1.345
46 C 4.642 1.798 1.981  O45 1.345, O47 1.197, C48 1.534
47 O 4.161 2.851 1.677  C46 1.197
48 C 4.241 1.182 3.328  C46 1.534, F49 1.332, F50 1.353, F51 1.318
49 F 3.115 1.805 3.671  C48 1.332
50 F 4.063 -0.150 3.174  C48 1.353
51 F 5.095 1.371 4.313  C48 1.318
52 H 7.936 0.889 0.025  C43 1.114
53 H 7.616 2.622 0.186  C43 1.076
54 H 7.370 1.659 -1.386  C43 1.067
55 H 5.725 0.438 -0.626  C44 1.080
56 H 5.064 2.063 -0.467  C44 1.125
57 C -0.139 1.624 2.811  O58 1.501, H65 1.074, H66 1.084, H67 1.057
58 O 0.011 0.250 2.226  C57 1.501, P59 1.560
59 P 0.723 -0.016 0.863  O58 1.560, O60 1.460, O61 1.542, O63 1.603
60 O 2.127 0.382 0.886  P59 1.460
61 O 0.461 -1.516 0.621  P59 1.542, C62 1.492
62 C -0.863 -2.199 0.540  O61 1.492, H68 1.092, H69 1.076, H70 1.106
63 O -0.156 0.823 -0.183  P59 1.603, C64 1.390
64 C 0.434 1.195 -1.385  O63 1.390, H71 1.103, H72 1.088, H73 1.097
65 H -0.992 1.985 2.268  C57 1.074
66 H 0.743 2.246 2.709  C57 1.084
67 H -0.395 1.434 3.819  C57 1.057
68 H -1.107 -2.597 1.527  C62 1.092
69 H -0.657 -3.033 -0.108  C62 1.076
70 H -1.549 -1.430 0.138  C62 1.106
71 H 0.429 0.444 -2.193  C64 1.103
72 H 1.428 1.624 -1.275  C64 1.088
73 H -0.247 1.969 -1.761  C64 1.097
74 C 1.966 -6.343 -0.174  O75 1.437, H82 1.105, H83 1.079, H84 1.085
75 O 2.392 -5.007 -0.486  C74 1.437, P76 1.569
76 P 3.841 -4.632 -0.957  O75 1.569, O77 1.461, O78 1.630, O80 1.606
77 O 4.637 -5.762 -1.431  P76 1.461
78 O 4.415 -3.801 0.322  P76 1.630, C79 1.429
79 C 3.697 -2.593 0.577  O78 1.429, H85 1.102, H86 1.074, H87 1.075
80 O 3.680 -3.501 -2.086  P76 1.606, C81 1.375
81 C 3.611 -3.838 -3.417  O80 1.375, H88 1.081, H89 1.088, H90 1.084
82 H 0.896 -6.130 0.005  C74 1.105
83 H 2.446 -6.690 0.727  C74 1.079
84 H 2.075 -7.082 -0.962  C74 1.085
85 H 4.137 -2.201 1.508  C79 1.102
86 H 2.632 -2.707 0.670  C79 1.074
87 H 3.974 -1.914 -0.209  C79 1.075
88 H 2.816 -4.549 -3.597  C81 1.081
89 H 4.487 -4.410 -3.716  C81 1.088
90 H 3.469 -2.929 -3.991  C81 1.084
91 C -2.864 2.304 -1.447  O92 1.421, H99 1.093, H100 1.099, H101 1.114
92 O -4.111 1.994 -0.839  C91 1.421, P93 1.560
93 P -4.179 2.055 0.718  O92 1.560, O94 1.482, O95 1.508, O97 1.582
94 O -5.573 2.133 1.215  P93 1.482
95 O -3.430 0.782 1.018  P93 1.508, C96 1.485
96 C -3.753 0.185 2.340  O95 1.485, H102 1.037, H103 1.082, H104 1.061
97 O -3.274 3.244 1.239  P93 1.582, C98 1.395
98 C -3.689 4.196 2.170  O97 1.395, H105 1.093, H106 1.074, H107 1.065
99 H -2.720 1.835 -2.424  C91 1.093
100 H -2.037 1.793 -0.935  C91 1.099
101 H -2.582 3.381 -1.416  C91 1.114
102 H -4.612 -0.385 2.228  C96 1.037
103 H -3.880 0.901 3.141  C96 1.082
104 H -2.881 -0.321 2.672  C96 1.061
105 H -3.363 3.944 3.181  C98 1.093
106 H -4.761 4.255 2.180  C98 1.074
107 H -3.219 5.127 1.954  C98 1.065
108 C -0.243 2.207 -5.876  O109 1.478, H116 1.094, H117 1.092, H118 1.098
109 O -0.319 1.360 -4.667  C108 1.478, P110 1.551
110 P -1.111 0.032 -4.772  O109 1.551, O111 1.466, O112 1.570, O114 1.595
111 O -1.479 -0.343 -6.140  P110 1.466
112 O -0.256 -0.982 -3.933  P110 1.570, C113 1.414
113 C -0.411 -2.358 -4.220  O112 1.414, H119 1.146, H120 1.083, H121 1.095
114 O -2.351 0.203 -3.783  P110 1.595, C115 1.393
115 C -3.671 0.149 -4.222  O114 1.393, H122 1.107, H123 1.091, H124 1.082
116 H -0.891 3.057 -5.641  C108 1.094
117 H -0.700 1.668 -6.708  C108 1.092
118 H 0.784 2.449 -6.179  C108 1.098
119 H 0.348 -2.738 -4.990  C113 1.146
120 H -1.452 -2.577 -4.426  C113 1.083
121 H -0.160 -2.984 -3.357  C113 1.095
122 H -4.270 0.679 -3.456  C115 1.107
123 H -3.989 -0.885 -4.366  C115 1.091
124 H -3.834 0.729 -5.120  C115 1.082

=====

Record 2
# C28H56O12

A 8-piece molecular cluster, C28H56O12 overall (ωB97M-V/def2-TZVPD, the OMol25 dataset).

Values from the calculation:
Lowest unoccupied orbital energy ... 0.38 eV
HOMO level ... -9.2 eV
Maximum force ... 12.91 eV/Å
Relative energy (zero: lowest compared OMol25 entry of this formula, charge and spin) ... 398.8 kcal per mole
SMILES ... CCOC(C)=O.CCOC(C)=O.CCOC(C)=O.CCOC(C)=O.CC(C)=O.CC(C)=O.CC(C)=O.CC(C)=O
Kohn-Sham gap ... 0.352 Ha

Last columns: bonded neighbours and bond lengths (Å).
Element x y z (Å)
1 O -3.590 -0.682 4.093  C2 1.243
2 C -3.313 -0.574 2.886  O1 1.243, O3 1.211, C6 1.598
3 O -2.725 -1.382 2.203  C2 1.211, C4 1.466
4 C -2.113 -2.506 2.919  O3 1.466, C5 1.584, H7 1.160, H8 1.072
5 C -1.494 -3.599 1.954  C4 1.584, H9 1.078, H10 1.198, H11 1.025
6 C -4.006 0.622 2.085  C2 1.598, H12 1.114, H13 1.060, H14 1.138
7 H -3.130 -2.706 3.439  C4 1.160
8 H -1.565 -2.363 3.830  C4 1.072
9 H -0.921 -4.393 2.403  C5 1.078
10 H -0.601 -3.220 1.252  C5 1.198
11 H -2.207 -3.840 1.258  C5 1.025
12 H -3.779 0.611 0.994  C6 1.114
13 H -3.439 1.411 2.509  C6 1.060
14 H -5.126 0.554 2.279  C6 1.138
15 O -3.046 1.182 -1.324  C16 1.265
16 C -4.243 0.781 -1.409  O15 1.265, O17 1.333, C20 1.542
17 O -4.825 0.281 -2.498  C16 1.333, C18 1.486
18 C -4.034 0.172 -3.752  O17 1.486, C19 1.497, H21 1.175, H22 1.089
19 C -4.901 -0.609 -4.689  C18 1.497, H23 1.165, H24 1.075, H25 1.160
20 C -5.269 0.837 -0.261  C16 1.542, H26 1.002, H27 1.120, H28 0.909
21 H -2.969 -0.320 -3.695  C18 1.175
22 H -3.855 1.151 -4.194  C18 1.089
23 H -5.984 -0.181 -4.715  C19 1.165
24 H -5.020 -1.645 -4.426  C19 1.075
25 H -4.287 -0.821 -5.651  C19 1.160
26 H -4.822 0.645 0.614  C20 1.002
27 H -6.007 0.024 -0.477  C20 1.120
28 H -5.610 1.667 -0.111  C20 0.909
29 O 1.659 -1.087 2.161  C30 1.268
30 C 1.354 -1.144 3.390  O29 1.268, O31 1.236, C34 1.502
31 O 1.463 -2.014 4.262  C30 1.236, C32 1.501
32 C 2.100 -3.323 3.896  O31 1.501, C33 1.613, H35 1.010, H36 1.098
33 C 2.087 -4.363 5.129  C32 1.613, H37 1.094, H38 1.019, H39 1.074
34 C 0.670 0.060 3.971  C30 1.502, H40 1.054, H41 1.107, H42 1.184
35 H 3.077 -3.238 3.660  C32 1.010
36 H 1.866 -3.821 2.945  C32 1.098
37 H 2.852 -5.070 4.795  C33 1.094
38 H 1.279 -4.963 5.288  C33 1.019
39 H 2.055 -3.782 6.031  C33 1.074
40 H 1.066 0.981 3.645  C34 1.054
41 H 0.779 0.032 5.072  C34 1.107
42 H -0.422 -0.083 3.535  C34 1.184
43 O 0.862 6.256 -2.649  C44 1.209
44 C 0.237 5.354 -2.142  O43 1.209, O45 1.348, C48 1.497
45 O 0.128 4.137 -2.711  C44 1.348, C46 1.377
46 C 0.619 3.805 -3.955  O45 1.377, C47 1.539, H49 1.243, H50 1.131
47 C 0.423 2.289 -4.130  C46 1.539, H51 1.229, H52 1.118, H53 1.134
48 C -0.308 5.536 -0.760  C44 1.497, H54 0.975, H55 0.982, H56 1.229
49 H 1.728 4.306 -4.208  C46 1.243
50 H 0.159 4.319 -4.851  C46 1.131
51 H -0.732 1.871 -4.172  C47 1.229
52 H 1.006 1.950 -3.239  C47 1.118
53 H 0.929 1.923 -5.077  C47 1.134
54 H 0.323 5.991 -0.173  C48 0.975
55 H -0.595 4.704 -0.322  C48 0.982
56 H -1.437 6.005 -0.637  C48 1.229
57 C -0.459 -0.787 -1.832  C58 1.579, H61 1.258, H62 1.158, H63 1.138
58 C -0.981 -2.194 -1.343  C57 1.579, O59 1.295, C60 1.495
59 O -0.137 -3.110 -0.988  C58 1.295
60 C -2.467 -2.323 -1.231  C58 1.495, H64 1.118, H65 1.022, H66 1.064
61 H -0.473 -0.744 -3.089  C57 1.258
62 H 0.603 -0.691 -1.382  C57 1.158
63 H -0.795 0.164 -1.304  C57 1.138
64 H -2.795 -1.674 -0.382  C60 1.118
65 H -2.751 -3.177 -0.748  C60 1.022
66 H -2.987 -2.052 -2.119  C60 1.064
67 C 4.934 -0.139 3.164  C68 1.576, H71 0.927, H72 1.190, H73 1.140
68 C 5.072 0.985 2.068  C67 1.576, O69 1.239, C70 1.513
69 O 4.455 2.054 2.186  C68 1.239
70 C 6.057 0.576 0.995  C68 1.513, H74 1.162, H75 1.160, H76 1.188
71 H 4.706 -0.993 2.884  C67 0.927
72 H 4.054 0.251 3.863  C67 1.190
73 H 5.652 0.097 4.016  C67 1.140
74 H 6.842 1.429 1.063  C70 1.162
75 H 5.722 0.811 -0.090  C70 1.160
76 H 6.298 -0.570 1.199  C70 1.188
77 C 2.436 -2.680 -2.342  C78 1.487, H81 1.171, H82 0.982, H83 1.152
78 C 2.462 -1.347 -3.000  C77 1.487, O79 1.416, C80 1.575
79 O 1.852 -1.172 -4.266  C78 1.416
80 C 3.138 -0.100 -2.315  C78 1.575, H84 0.960, H85 1.073, H86 1.058
81 H 3.489 -3.191 -2.322  C77 1.171
82 H 2.004 -3.466 -2.740  C77 0.982
83 H 2.187 -2.582 -1.221  C77 1.152
84 H 4.071 -0.010 -2.522  C80 0.960
85 H 2.990 -0.120 -1.252  C80 1.073
86 H 2.657 0.806 -2.574  C80 1.058
87 C -0.039 0.972 0.189  C88 1.535, H91 1.146, H92 1.264, H93 1.200
88 C 0.777 2.205 0.603  C87 1.535, O89 1.314, C90 1.478
89 O 0.360 2.860 1.663  C88 1.314
90 C 2.079 2.441 -0.055  C88 1.478, H94 1.070, H95 1.113, H96 0.932
91 H -0.816 0.579 0.935  C87 1.146
92 H 0.714 0.105 -0.340  C87 1.264
93 H -0.637 1.442 -0.739  C87 1.200
94 H 2.940 1.843 0.157  C90 1.070
95 H 2.506 3.468 -0.095  C90 1.113
96 H 1.935 2.308 -0.966  C90 0.932